Record 1
The following is a DFT calculation (wB97M-V/def2-TZVPD) of the ion C5H11NP with charge +1 at a distorted geometry.

```
18
C5H11NP (wB97M-V/def2-TZVPD)
C 0.33 1.28 -1.23
C 1.57 0.31 1.02
C -0.75 -0.31 2.06
C 0.95 0.23 -0.37
C -0.52 0.38 -0.46
N -1.44 -0.61 -1.16
P 0.89 -0.97 2.14
H 0.29 2.28 -0.90
H 0.47 1.25 -2.29
H 2.63 0.18 0.88
H 1.39 1.22 1.60
H -0.66 0.72 2.37
H -1.80 -0.81 2.06
H 1.39 -0.64 -0.91
H -2.38 -0.23 -1.28
H -1.60 -1.35 -0.41
H -1.17 -1.02 -2.14
H 0.72 -2.24 1.55
```

Values from the calculation:
Energy above the lowest of the compared OMol25 structures with the same formula, charge and spin, eV: 3.894
Charge: +1
Energy, a.u.: -592.7832

***

Record 2
The following is a DFT calculation (wB97M-V/def2-TZVPD) of a cluster of 2 separate species, C5H11NS2 in total at a distorted geometry.

```
19
C5H11NS2 (wB97M-V/def2-TZVPD)
C 0.05 2.05 1.14
C -1.10 -0.26 -1.56
C -1.53 -2.33 0.58
C 3.26 0.50 -0.32
C -0.68 0.36 -0.28
N -0.32 1.55 -0.16
S -0.89 -0.60 1.19
S 2.16 -0.69 -0.51
H -0.88 2.12 1.79
H 0.75 1.53 1.75
H -0.57 -1.10 -1.70
H -2.13 -0.55 -1.33
H -1.05 0.45 -2.43
H -1.44 -2.85 1.54
H -0.77 -2.75 -0.05
H -2.57 -2.20 0.13
H 4.25 0.09 -0.16
H 3.22 1.55 -0.56
H 0.23 3.14 0.93
```

Values from the calculation:
Energy above the lowest of the compared OMol25 structures with the same formula, charge and spin, eV: 2.663
Structure (SMILES): C/N=C(/C)SC.C=S
Energy, a.u.: -1048.1402

***

Record 3
The following is a DFT calculation (wB97M-V/def2-TZVPD) of a cluster of 2 separate species, C5H11O2 in total at a distorted geometry.

```
18
C5H11O2 (wB97M-V/def2-TZVPD)
C -1.47 2.46 1.29
C -0.64 1.19 1.75
O -1.17 0.80 2.77
O 0.42 0.96 1.07
H -1.77 2.19 0.23
H -0.88 3.42 1.24
H -2.38 2.55 2.00
C 0.74 -1.84 -1.12
C -0.55 -0.74 -1.28
C 1.94 -1.26 -0.40
H 0.17 -2.65 -0.88
H 0.82 -2.09 -2.20
H -1.32 -1.02 -1.99
H 2.01 -1.49 0.70
H 2.81 -1.71 -0.89
H -0.07 0.12 -1.62
H -0.76 -0.66 -0.23
H 2.13 -0.22 -0.43
```

Values from the calculation:
Energy above the lowest of the compared OMol25 structures with the same formula, charge and spin, eV: 2.001
Charge: -1
Energy, a.u.: -347.5761

***

Record 4
The following is a DFT calculation (wB97M-V/def2-TZVPD) of a cluster of 2 separate species, C5H11O2 in total at a distorted geometry.

```
18
C5H11O2 (wB97M-V/def2-TZVPD)
C 0.00 -0.83 -1.35
C -0.89 0.23 -2.06
C 0.61 -1.76 -2.44
O 1.83 -1.54 -2.65
O -0.15 -2.57 -3.00
H 0.85 -0.33 -0.88
H -0.60 -1.26 -0.55
H -1.94 0.12 -1.81
H -0.86 0.09 -3.14
H -0.57 1.25 -1.79
C 0.85 1.10 2.81
C -0.42 0.51 2.18
H 1.74 0.79 2.25
H 0.86 2.17 2.58
H 0.87 0.99 3.88
H -0.67 -0.50 2.48
H -0.22 0.40 1.11
H -1.30 1.13 2.38
```

Values from the calculation:
Energy above the lowest of the compared OMol25 structures with the same formula, charge and spin, eV: 0.559
Charge: -1
Energy, a.u.: -347.6291

***

Record 5
The following is a DFT calculation (wB97M-V/def2-TZVPD) of a cluster of 2 separate species, C5H11O2 in total at a distorted geometry.

```
18
C5H11O2 (wB97M-V/def2-TZVPD)
C 1.41 -1.31 -0.89
C 0.25 -2.26 -0.80
C 0.96 0.32 -1.46
O 1.76 1.21 -1.10
O -0.07 0.28 -2.13
H 1.75 -1.22 0.16
H 2.19 -1.57 -1.58
H -0.48 -2.03 0.01
H 0.36 -3.33 -0.95
H -0.29 -1.91 -1.79
C -0.48 2.04 1.09
C -1.52 0.94 1.60
H 0.13 2.37 1.84
H 0.19 1.56 0.18
H -0.72 2.91 0.54
H -1.06 -0.11 1.87
H -2.07 1.21 2.52
H -2.32 0.90 0.89
```

Values from the calculation:
Energy above the lowest of the compared OMol25 structures with the same formula, charge and spin, eV: 1.831
Charge: -1
Energy, a.u.: -347.5824

***

Record 6
The following is a DFT calculation (wB97M-V/def2-TZVPD) of a cluster of 2 separate species, C5H11O2 in total at a distorted geometry.

```
18
C5H11O2 (wB97M-V/def2-TZVPD)
C 1.24 0.83 0.80
C 1.82 2.30 1.23
C 0.18 0.51 1.86
H 0.84 0.82 -0.26
H 2.11 0.24 1.07
H 1.22 3.11 0.78
H 2.83 2.55 0.68
H -0.72 0.56 1.44
H 0.32 -0.60 1.96
H 1.81 2.27 2.25
H 0.40 0.91 2.81
C -1.84 -0.11 -1.64
C -0.72 -1.05 -0.98
O -1.26 -1.83 -0.15
O 0.44 -1.25 -1.49
H -2.39 -0.91 -2.20
H -1.49 0.65 -2.27
H -2.48 0.16 -0.84
```

Values from the calculation:
Energy above the lowest of the compared OMol25 structures with the same formula, charge and spin, eV: 1.873
Charge: -1
Energy, a.u.: -347.5808

***

Record 7
The following is a DFT calculation (wB97M-V/def2-TZVPD) of a cluster of 2 separate species, C5H11O2 in total.

```
18
C5H11O2 (wB97M-V/def2-TZVPD)
C 1.39 -0.40 -2.23
C 2.09 -0.37 -0.88
H 0.43 -0.92 -2.21
H 1.14 0.60 -2.60
H 2.04 -0.85 -2.99
H 1.89 -1.27 -0.31
H 3.17 -0.25 -0.98
H 1.73 0.44 -0.24
C -1.19 0.02 0.77
C -0.81 1.33 1.43
C -2.35 -0.76 1.48
O -2.75 -1.76 0.83
O -2.77 -0.30 2.57
H -1.55 0.10 -0.26
H -0.34 -0.68 0.78
H -1.69 1.88 1.76
H -0.26 2.02 0.78
H -0.16 1.17 2.29
```

Values from the calculation:
Energy above the lowest of the compared OMol25 structures with the same formula, charge and spin, eV: 0.248
Charge: -1
Energy, a.u.: -347.6406

***

Record 8
The following is a DFT calculation (wB97M-V/def2-TZVPD) of a cluster of 2 separate species, C5H11O2 in total at a distorted geometry.

```
18
C5H11O2 (wB97M-V/def2-TZVPD)
C -0.67 1.78 -2.69
C -1.85 2.14 -1.70
H 0.15 2.69 -2.36
H -0.43 0.76 -2.47
H -0.95 1.95 -3.71
H -1.58 2.38 -0.62
H -2.39 3.07 -2.03
H -2.52 1.40 -1.64
C 0.24 -0.59 0.14
C -1.02 -1.56 0.16
C 1.11 -0.66 1.40
O 2.16 0.01 1.52
O 0.87 -1.67 2.09
H 0.77 -0.79 -0.81
H -0.18 0.54 0.00
H -0.92 -2.24 1.04
H -1.12 -2.12 -0.72
H -1.93 -1.03 0.48
```

Values from the calculation:
Energy above the lowest of the compared OMol25 structures with the same formula, charge and spin, eV: 1.787
Charge: -1
Energy, a.u.: -347.5840

***

Record 9
The following is a DFT calculation (wB97M-V/def2-TZVPD) of a cluster of 2 separate species, C5H11O2 in total at a distorted geometry.

```
18
C5H11O2 (wB97M-V/def2-TZVPD)
C 0.43 0.07 -2.47
C 1.48 -1.02 -2.89
H 0.02 -0.32 -1.52
H 0.99 0.98 -2.25
H -0.31 0.29 -3.36
H 1.82 -0.78 -3.94
H 1.22 -2.03 -2.98
H 2.45 -0.78 -2.42
C -0.36 1.23 1.22
C 0.58 1.24 2.38
C -0.75 -0.27 0.83
O -0.74 -1.00 1.80
O -1.18 -0.52 -0.29
H -1.26 1.64 1.65
H -0.06 1.78 0.23
H 0.86 2.34 2.50
H 1.38 0.57 2.32
H -0.01 0.92 3.25
```

Values from the calculation:
Energy above the lowest of the compared OMol25 structures with the same formula, charge and spin, eV: 1.416
Charge: -1
Energy, a.u.: -347.5976

***

Record 10
The following is a DFT calculation (wB97M-V/def2-TZVPD) of a cluster of 2 separate species, C5H11O2 in total at a distorted geometry.

```
18
C5H11O2 (wB97M-V/def2-TZVPD)
C -1.74 -0.59 -0.80
C -2.51 0.40 -1.67
H -0.70 -0.28 -0.77
H -1.97 -0.55 0.26
H -1.78 -1.56 -1.24
H -2.41 1.45 -1.37
H -3.59 0.19 -1.64
H -2.20 0.40 -2.72
C 1.76 -0.17 0.40
C 1.23 1.09 1.11
C 2.23 -1.19 1.49
O 1.38 -1.53 2.33
O 3.46 -1.45 1.48
H 1.01 -0.67 -0.20
H 2.54 0.19 -0.26
H 0.98 1.76 0.27
H 2.00 1.58 1.71
H 0.29 0.94 1.62
```

Values from the calculation:
<S²>: 0.751
Energy above the lowest of the compared OMol25 structures with the same formula, charge and spin, eV: 0.287
Charge: -2
Energy, a.u.: -347.4939
Spin multiplicity: 2

***

Record 11
The following is a DFT calculation (wB97M-V/def2-TZVPD) of a cluster of 2 separate species, C5H11O2 in total at a distorted geometry.

```
18
C5H11O2 (wB97M-V/def2-TZVPD)
C 1.81 1.69 -0.90
C 0.80 2.47 -0.04
H 1.56 0.64 -0.62
H 1.49 1.75 -1.93
H 2.81 1.75 -0.48
H -0.23 2.10 -0.17
H 1.05 2.30 1.01
H 0.77 3.53 -0.31
C -0.78 -1.26 0.82
C -1.57 -0.97 -0.50
C -0.39 -2.74 0.92
O -1.32 -3.57 1.12
O 0.84 -3.00 0.93
H 0.11 -0.64 0.91
H -1.52 -1.13 1.61
H -2.62 -1.19 -0.28
H -1.36 -1.77 -1.22
H -1.43 0.03 -0.89
```

Values from the calculation:
<S²>: 0.751
Energy above the lowest of the compared OMol25 structures with the same formula, charge and spin, eV: 0.625
Charge: -2
Energy, a.u.: -347.4815
Spin multiplicity: 2

***

Record 12
The following is a DFT calculation (wB97M-V/def2-TZVPD) of a cluster of 3 separate species, C5H11O2 in total at a distorted geometry.

```
18
C5H11O2 (wB97M-V/def2-TZVPD)
C 1.36 0.54 -0.28
O 2.52 1.02 0.29
C 0.16 0.34 0.66
C -1.07 -0.03 -0.14
C -2.22 -0.74 0.32
C -3.43 -0.77 -0.39
H 1.50 -0.40 -0.85
H 0.94 1.27 -1.04
H 0.45 -0.51 1.31
H 0.08 1.25 1.26
H -1.32 0.43 -1.09
H -2.50 1.18 1.06
H -2.09 -1.32 1.23
H -4.09 -1.62 -0.20
H -3.38 -0.50 -1.44
H 4.94 -0.48 0.19
H 3.65 0.49 -0.30
O 4.49 -0.16 -0.59
```

Values from the calculation:
<S²>: 0.771
Energy above the lowest of the compared OMol25 structures with the same formula, charge and spin, eV: 4.700
Charge: -2
Energy, a.u.: -347.3317
Spin multiplicity: 2

***

Record 13
The following is a DFT calculation (wB97M-V/def2-TZVPD) of a cluster of 2 separate species, C5H11O2PS in total at a distorted geometry.

```
20
C5H11O2PS (wB97M-V/def2-TZVPD)
C 1.29 -1.28 -0.45
C 1.83 0.06 -0.95
C 1.23 -1.60 1.12
C -2.20 1.14 -0.73
C -3.08 0.43 0.25
O 2.42 2.44 0.32
O -2.49 -0.19 1.10
P 1.25 1.59 0.07
S 0.95 0.03 2.05
H 0.32 -1.35 -0.98
H 1.82 -2.16 -0.98
H 2.96 0.02 -0.98
H 1.42 0.30 -1.97
H 0.71 -2.46 1.53
H 2.34 -1.74 1.32
H -2.72 2.17 -0.97
H -1.15 1.31 -0.22
H -2.25 0.69 -1.70
H -4.20 0.48 0.10
H -0.45 0.09 2.07
```

Values from the calculation:
Energy above the lowest of the compared OMol25 structures with the same formula, charge and spin, eV: 2.027
Energy, a.u.: -1087.0656

***

Record 14
The following is a DFT calculation (wB97M-V/def2-TZVPD) of a cluster of 2 separate species, C5H11O2S in total at a distorted geometry.

```
19
C5H11O2S (wB97M-V/def2-TZVPD)
C 1.67 1.68 -2.67
C 1.41 1.48 -1.14
O 2.28 1.18 -0.35
O 0.16 1.81 -0.85
H 1.07 1.16 -3.40
H 2.61 1.52 -3.07
H 1.38 2.82 -2.86
C -0.61 -1.37 1.93
C -1.52 -0.54 2.94
C -0.51 -1.06 -0.97
S -1.30 -1.96 0.43
H 0.25 -0.66 1.71
H -0.09 -2.20 2.49
H -2.60 -0.91 2.69
H -1.65 0.70 3.03
H 0.11 -1.68 -1.51
H -1.34 -0.84 -1.71
H 0.01 -0.15 -0.64
H -1.32 -0.99 3.94
```

Values from the calculation:
Energy above the lowest of the compared OMol25 structures with the same formula, charge and spin, eV: 2.011
Charge: -1
Energy, a.u.: -745.7697

***

Record 15
The following is a DFT calculation (wB97M-V/def2-TZVPD) of a cluster of 2 separate species, C5H11O3 in total at a distorted geometry.

```
19
C5H11O3 (wB97M-V/def2-TZVPD)
C -1.45 1.51 -1.67
C 0.06 1.31 -1.98
C -1.84 1.07 -0.25
O -2.88 1.61 0.20
O -1.14 0.29 0.46
H -1.57 2.61 -1.59
H -2.16 0.87 -2.25
H 0.22 1.49 -3.05
H 0.33 0.31 -1.59
H 0.46 2.13 -1.40
C 1.46 -0.93 1.65
C 1.03 -2.41 1.55
O 1.32 -0.30 0.40
H 0.90 -0.44 2.47
H 2.47 -0.74 2.08
H 0.05 -2.48 2.11
H 0.31 0.00 0.49
H 1.71 -3.23 1.82
H 0.75 -2.66 0.54
```

Values from the calculation:
Energy above the lowest of the compared OMol25 structures with the same formula, charge and spin, eV: 1.349
Charge: -1
Energy, a.u.: -422.8641

***

Record 16
The following is a DFT calculation (wB97M-V/def2-TZVPD) of a structure of composition C5H11O3Pm at a distorted geometry.

```
20
C5H11O3Pm (wB97M-V/def2-TZVPD)
O 2.07 0.94 0.29
C 2.53 -0.07 -0.24
C 1.75 -1.34 -0.12
O 0.42 -1.01 0.17
C -0.57 -1.96 -0.23
C -1.90 -1.43 0.25
O -2.00 -0.08 -0.19
C -3.27 0.51 0.03
Pm -0.09 1.41 0.25
H 3.52 -0.17 -0.73
H 2.17 -1.97 0.68
H 1.85 -1.87 -1.09
H -0.36 -2.94 0.23
H -0.55 -2.05 -1.32
H -1.97 -1.47 1.35
H -2.71 -2.03 -0.18
H -3.22 1.53 -0.35
H -4.04 -0.06 -0.50
H -3.50 0.53 1.11
H 0.72 1.44 -1.81
```

Values from the calculation:
<S²>: 8.757
Energy above the lowest of the compared OMol25 structures with the same formula, charge and spin, eV: 0.502
Charge: +1
Energy, a.u.: -1030.8461
Spin multiplicity: 6

***

Record 17
The following is a DFT calculation (wB97M-V/def2-TZVPD) of a structure of composition C5H11O3Ru at a distorted geometry.

```
20
C5H11O3Ru (wB97M-V/def2-TZVPD)
H -0.56 1.76 1.57
O 1.44 0.07 2.49
C 0.61 -0.78 2.84
C -0.56 -1.09 2.01
O -0.23 -0.63 0.72
C -0.63 -1.17 -0.52
C -0.58 -0.04 -1.51
O 0.64 0.68 -1.30
C 0.95 1.61 -2.34
Ru 1.03 1.01 0.68
H 0.59 -1.15 3.88
H -0.74 -2.17 1.96
H -1.65 -1.59 -0.45
H 0.12 -1.94 -0.77
H -1.42 0.65 -1.36
H -0.61 -0.44 -2.53
H 1.97 1.97 -2.17
H 0.90 1.11 -3.31
H 0.24 2.45 -2.31
H -1.50 -0.33 2.43
```

Values from the calculation:
<S²>: 8.759
Charge: +2
Energy, a.u.: -516.8085
Spin multiplicity: 6

***

Record 18
The following is a DFT calculation (wB97M-V/def2-TZVPD) of the molecule C5H11OP at a distorted geometry.

```
18
C5H11OP (wB97M-V/def2-TZVPD)
C -0.27 0.56 0.63
C 0.60 -0.61 0.28
C -1.75 0.52 0.28
C 0.35 1.93 0.43
C 0.02 -1.91 -0.18
O 0.09 -0.13 1.80
P 2.40 -0.34 0.32
H -2.26 -0.23 0.89
H -1.90 0.28 -0.77
H -2.19 1.49 0.48
H -0.34 2.70 0.77
H 0.55 2.07 -0.63
H 1.28 2.01 0.98
H 0.57 -2.76 0.22
H 0.09 -1.93 -1.27
H -1.02 -2.01 0.11
H 2.50 0.01 -1.03
H 2.73 -1.67 0.03
```

Values from the calculation:
Energy above the lowest of the compared OMol25 structures with the same formula, charge and spin, eV: 1.863
Structure (SMILES): CC1(C)O[C@]1(C)P
Energy, a.u.: -613.6329

***

Record 19
The following is a DFT calculation (wB97M-V/def2-TZVPD) of the ion C5H11OS with charge -1 at a distorted geometry.

```
18
C5H11OS (wB97M-V/def2-TZVPD)
C -0.63 0.26 -2.36
O 0.52 -0.41 -2.78
C -0.61 1.28 -1.14
C -0.61 0.58 0.22
C -0.11 -0.98 0.03
S 0.12 -1.62 1.91
C 1.47 -0.72 2.68
H -1.36 -0.50 -1.91
H -1.11 0.88 -3.12
H -1.59 1.74 -1.04
H 0.10 2.05 -1.21
H -0.33 1.43 0.96
H -1.68 0.33 0.42
H 0.91 -1.17 -0.39
H -0.67 -1.62 -0.77
H 1.86 0.12 2.12
H 2.42 -1.26 2.58
H 1.30 -0.40 3.79
```

Values from the calculation:
Energy above the lowest of the compared OMol25 structures with the same formula, charge and spin, eV: 3.870
Structure (SMILES): CSCCCC[O-]
Charge: -1
Energy, a.u.: -670.4222

***

Record 20
The following is a DFT calculation (wB97M-V/def2-TZVPD) of a cluster of 2 separate species, C5H11OS in total at a distorted geometry.

```
18
C5H11OS (wB97M-V/def2-TZVPD)
C -0.28 1.71 0.29
C -0.70 1.28 -1.12
C -0.26 0.54 1.35
C -0.20 -0.13 -1.33
C 1.14 -2.07 0.62
O -1.34 -1.79 0.43
S -0.25 -0.94 0.34
H 0.75 2.33 0.29
H -1.10 2.34 0.50
H -1.76 1.27 -1.36
H -0.30 2.05 -1.80
H 0.57 0.47 1.98
H -1.30 0.44 1.92
H -0.53 -0.69 -2.13
H 1.34 -0.10 -1.64
H 0.89 -3.05 0.12
H 1.47 -1.96 1.63
H 1.89 -1.69 -0.08
```

Values from the calculation:
Energy above the lowest of the compared OMol25 structures with the same formula, charge and spin, eV: 3.078
Charge: +1
Energy, a.u.: -670.1316